{"formula": "C32H40BrN4O4S5Ti", "method": "the ωB97M-V functional and the def2-TZVPD basis", "total_charge": 1, "homo_energy_ev": -10.15, "relative_energy_kj_mol": 0.0, "orbital_gap_ev": 7.17, "fmax_ev_per_a": 0.47, "species": ["Ti", "C", "C", "S", "C", "C", "S", "C", "C", "S", "C", "C", "S", "H", "H", "H", "H", "H", "H", "H", "H", "H", "H", "H", "H", "H", "H", "H", "H", "O", "S", "O", "N", "C", "C", "C", "C", "C", "C", "C", "C", "N", "C", "C", "C", "C", "C", "C", "C", "H", "H", "H", "H", "H", "H", "H", "H", "H", "H", "H", "Br", "C", "C", "C", "C", "C", "C", "C", "O", "O", "H", "H", "H", "H", "N", "C", "C", "N", "H", "H", "H", "H", "H", "H", "H", "H", "H"], "positions_angstrom": [[-0.982460, -0.509393, 0.112732], [-4.128053, 0.679993, -1.693585], [-3.931695, 1.068606, -0.238205], [-3.206079, -0.296468, 0.722846], [-2.486417, -0.999931, 4.578706], [-1.554753, -1.864372, 4.956496], [-1.234451, -2.561555, 1.230552], [-2.386605, -3.720274, 0.405124], [-2.319560, -3.911123, -1.109603], [-3.513826, -2.823696, -1.945286], [-2.657153, -2.287815, -3.449726], [-2.932080, -0.816226, -3.755179], [-2.516011, 0.405261, -2.471966], [-4.662741, 1.465750, -2.228804], [-4.692784, -0.249379, -1.753524], [-4.900506, 1.279153, 0.216327], [-3.322518, 1.967669, -0.152080], [-3.012600, -1.110267, 3.636376], [-2.774913, -0.164464, 5.205423], [-1.294798, -2.711816, 4.332576], [-1.048884, -1.776240, 5.910698], [-3.388849, -3.415444, 0.710734], [-2.170944, -4.670417, 0.895516], [-2.573946, -4.946541, -1.337151], [-1.322144, -3.718493, -1.495510], [-2.995826, -2.876584, -4.303578], [-1.592834, -2.456956, -3.321309], [-3.985781, -0.660406, -3.990441], [-2.365677, -0.527389, -4.640934], [1.502166, -0.979668, -2.917551], [1.005675, -1.451053, -1.663155], [-0.493222, -1.507969, -1.556989], [1.301330, -0.574931, -0.394565], [2.658834, -0.151841, -0.239103], [3.689114, -1.060525, -0.218297], [5.041644, -0.667456, -0.142207], [5.373246, 0.650069, -0.073323], [4.347337, 1.623614, -0.051434], [4.644177, 3.003833, 0.022888], [3.630025, 3.915643, 0.046509], [2.305898, 3.432307, 0.029368], [1.985596, 2.161035, -0.030858], [2.983280, 1.240216, -0.111094], [1.491436, -3.147455, -1.516997], [1.690222, -3.854440, -2.696838], [1.973158, -5.210091, -2.628694], [2.062295, -5.840990, -1.395337], [1.876770, -5.119770, -0.222760], [1.588005, -3.765700, -0.278425], [3.468808, -2.115523, -0.284075], [5.810057, -1.428549, -0.151228], [6.406563, 0.969777, -0.034450], [5.680640, 3.317251, 0.051986], [3.819672, 4.979138, 0.083083], [1.476895, 4.134123, 0.077547], [1.632128, -3.342958, -3.647530], [2.130142, -5.771527, -3.539522], [2.285521, -6.898390, -1.346073], [1.957133, -5.613452, 0.736430], [1.433635, -3.193650, 0.625438], [-2.017877, 7.524587, -2.884774], [-1.690418, 6.007222, -1.814378], [-1.327640, 4.812697, -2.420240], [-1.092755, 3.699423, -1.631378], [-1.210015, 3.790313, -0.247068], [-1.567917, 4.997394, 0.348653], [-1.816848, 6.109943, -0.435587], [-0.931360, 2.604008, 0.602148], [-0.752010, 2.747941, 1.842808], [-0.864420, 1.477041, 0.014927], [-1.232632, 4.756317, -3.495391], [-0.812759, 2.758545, -2.084232], [-1.659228, 5.051973, 1.424827], [-2.107964, 7.049522, 0.012212], [1.497382, 2.218083, 3.099947], [1.369959, 0.868589, 3.739360], [1.032720, -0.172158, 2.684572], [-0.351989, -0.076130, 2.199214], [1.734407, 2.935797, 3.781444], [0.588248, 2.491179, 2.571688], [2.210144, 2.210147, 2.365248], [0.597132, 0.940168, 4.503998], [2.320133, 0.633177, 4.216582], [1.183793, -1.166121, 3.106870], [1.729004, -0.073126, 1.860177], [-0.683395, 0.890823, 2.247290], [-0.946990, -0.609604, 2.831114]], "forces_ev_per_a": [[-0.440, 0.147, 0.057], [0.025, -0.029, -0.027], [-0.003, -0.019, 0.055], [0.201, 0.063, 0.027], [-0.025, -0.010, 0.038], [-0.002, -0.023, 0.019], [-0.033, 0.052, -0.043], [0.056, -0.016, 0.043], [-0.005, -0.006, 0.000], [0.022, 0.022, -0.011], [-0.036, 0.002, 0.027], [-0.006, 0.007, -0.006], [-0.035, 0.008, 0.099], [-0.003, 0.004, 0.008], [-0.009, 0.010, -0.005], [0.001, 0.008, -0.008], [-0.017, 0.010, -0.005], [-0.008, 0.000, -0.010], [-0.003, 0.003, 0.005], [0.015, 0.005, -0.005], [0.001, 0.009, 0.007], [-0.011, -0.019, -0.015], [-0.025, -0.005, -0.001], [0.000, 0.006, -0.002], [0.024, 0.010, -0.008], [0.002, -0.002, 0.003], [0.017, -0.007, 0.013], [0.001, -0.006, -0.013], [-0.001, -0.004, -0.002], [-0.041, -0.001, 0.011], [0.193, -0.008, -0.067], [-0.028, 0.135, 0.025], [0.239, -0.109, -0.059], [-0.061, -0.004, 0.044], [0.028, 0.026, -0.001], [-0.027, 0.016, -0.001], [-0.009, -0.015, 0.004], [0.040, 0.002, 0.009], [-0.034, 0.035, -0.001], [0.020, -0.040, 0.003], [-0.022, -0.010, 0.002], [-0.030, 0.023, -0.006], [0.036, -0.023, 0.023], [0.022, 0.013, -0.095], [0.007, 0.013, 0.007], [0.003, -0.015, 0.016], [-0.002, 0.017, -0.006], [0.002, -0.010, -0.007], [-0.020, 0.024, 0.051], [0.002, 0.002, 0.001], [0.001, -0.005, -0.002], [0.004, 0.006, 0.000], [0.003, -0.002, 0.000], [-0.002, 0.007, 0.001], [0.007, 0.005, -0.008], [-0.004, 0.003, -0.005], [0.001, 0.000, -0.004], [0.002, -0.004, -0.004], [-0.001, 0.006, 0.006], [0.000, -0.007, -0.005], [-0.001, -0.001, -0.002], [0.004, -0.014, 0.008], [0.009, -0.007, -0.003], [-0.023, 0.018, 0.005], [0.001, -0.027, 0.068], [0.019, -0.017, -0.044], [-0.005, 0.020, 0.015], [0.268, -0.096, 0.166], [-0.058, -0.006, -0.341], [-0.197, -0.169, -0.083], [0.000, -0.001, -0.001], [0.001, 0.003, 0.001], [-0.001, 0.004, 0.003], [0.001, 0.000, 0.003], [-0.261, 0.028, -0.340], [0.017, -0.029, -0.018], [-0.051, -0.020, 0.149], [0.090, 0.038, 0.034], [-0.043, 0.036, -0.047], [0.179, -0.048, 0.303], [0.072, -0.021, 0.067], [-0.010, -0.011, -0.013], [-0.003, 0.006, 0.005], [-0.012, 0.013, 0.012], [0.048, -0.009, -0.077], [-0.014, 0.013, -0.008], [-0.061, -0.002, -0.037]]}